The following is a DFT calculation (ωB97M-V/def2-TZVPD) of a molecular structure, C58H136AsF6N7O7 at a distorted geometry.

Geometry as ORCA input:
```
! wB97M-V def2-TZVPD RIJCOSX def2/J DEFGRID3
* xyz 7 2
As 0.8522 -0.4958 0.0224
F 1.9189 -1.9389 0.2731
F 2.0554 0.7422 0.5727
F -0.4012 0.6736 -0.2951
F -0.3971 -1.7131 -0.4811
F 0.2330 -0.5704 1.7084
F 1.2882 -0.3943 -1.7114
C -0.3524 2.3116 -3.3360
C -1.2075 3.4164 -4.0430
C -0.7456 3.4455 -5.5787
C -1.6938 4.2266 -6.4758
C -3.1589 3.7369 -6.3692
C -3.6673 3.7389 -4.9134
N -2.6943 3.0347 -4.0398
O -3.1682 2.3461 -2.8924
C -5.0496 3.0007 -4.9691
C -3.8800 5.2225 -4.4355
C -1.0024 4.8306 -3.3495
H -0.5636 2.3390 -2.2670
H 0.7215 2.4279 -3.4820
H -0.6242 1.3362 -3.7393
H -0.6168 2.4604 -6.0273
H 0.2489 3.8774 -5.6905
H -1.2112 4.0532 -7.4377
H -1.6686 5.2659 -6.1480
H -3.4426 2.8572 -6.9469
H -3.5919 4.4969 -7.0195
H -5.6410 3.0163 -4.0537
H -4.8549 1.9854 -5.3145
H -5.6224 3.5130 -5.7421
H -4.1742 5.1740 -3.3871
H -4.6576 5.8087 -4.9253
H -2.9043 5.7053 -4.3798
H -0.7648 5.6342 -4.0466
H -0.0686 4.8455 -2.7875
H -1.7614 4.9906 -2.5838
C 4.7985 -0.6644 -6.9625
C 4.0439 -2.0446 -6.6478
C 3.4825 -2.1712 -5.2386
C 2.3045 -1.2809 -4.8704
C 1.1536 -1.5052 -5.7518
C 1.5702 -1.4118 -7.2952
N 2.8459 -2.1856 -7.5038
O 3.1269 -2.5554 -8.8471
C 1.8454 0.0608 -7.7138
C 0.4261 -2.0698 -8.1194
C 5.0001 -3.2298 -6.6991
H 4.8632 -0.4952 -8.0373
H 5.7959 -0.6874 -6.5232
H 4.3717 0.1472 -6.3732
H 4.2632 -1.8226 -4.5626
H 3.3285 -3.2257 -5.0096
H 2.5451 -0.2232 -4.9769
H 2.0617 -1.5290 -3.8371
H 0.3375 -0.8389 -5.4724
H 0.6359 -2.4582 -5.6429
H 2.4911 0.5962 -7.0177
H 0.9025 0.5879 -7.5679
H 2.1510 0.1644 -8.7549
H -0.5369 -1.8331 -7.6671
H 0.5697 -3.1404 -8.2650
H 0.5078 -1.6953 -9.1397
H 4.5751 -4.2261 -6.8208
H 5.8045 -3.0775 -5.9795
H 5.6187 -3.1007 -7.5872
C -3.0888 -0.9437 -1.9332
C -4.3372 -0.1543 -2.4581
N -5.6406 -0.9436 -2.5482
C -5.3483 -2.1901 -3.4897
C -6.0884 -1.5129 -1.1600
C -6.2639 -0.4852 -0.1013
C -6.7742 0.0081 -3.1942
C -8.0776 -0.6232 -3.6927
O -8.6550 -1.4561 -2.7740
C -9.9270 -1.9722 -3.1150
H -3.3133 -1.3035 -0.9291
H -2.1907 -0.3357 -1.8242
H -2.7659 -1.7690 -2.5678
H -4.1992 0.2592 -3.4571
H -4.6654 0.7163 -1.8902
H -4.7272 -1.9152 -4.3422
H -6.3389 -2.5554 -3.7604
H -4.8787 -3.0085 -2.9439
H -5.3040 -2.2075 -0.8597
H -6.9818 -2.1084 -1.3480
H -7.2154 0.0288 -0.2368
H -5.5937 0.3736 -0.1398
H -6.1981 -1.0425 0.8332
H -6.2975 0.4353 -4.0764
H -7.0476 0.7155 -2.4113
H -7.8709 -1.2817 -4.5363
H -8.8006 0.1455 -3.9656
H -10.4837 -2.2889 -2.2330
H -9.7752 -2.7387 -3.8749
H -10.4010 -1.0949 -3.5552
C 0.7149 3.4214 2.1236
C -0.5892 2.6923 2.3148
N -1.9037 3.4507 1.9163
C -1.9974 3.5777 0.3884
C -3.1286 2.6003 2.4170
C -3.2605 1.1525 1.9235
C -2.0042 4.8886 2.4652
C -1.9946 5.0514 3.9961
O -0.6274 4.7004 4.4635
C -0.6537 4.5565 5.8940
H 0.6357 3.7775 1.0965
H 1.5964 2.7848 2.1994
H 0.8357 4.2010 2.8757
H -0.7649 2.2886 3.3119
H -0.5562 1.8428 1.6326
H -1.7494 2.5899 0.0000
H -1.3048 4.3779 0.1276
H -3.0349 3.8594 0.2083
H -4.0469 3.1210 2.1454
H -2.9618 2.5653 3.4936
H -2.4991 0.4989 2.3492
H -3.2047 0.9787 0.8489
H -4.2094 0.6929 2.2000
H -2.9703 5.2164 2.0814
H -1.1925 5.4972 2.0666
H -2.7301 4.4084 4.4796
H -2.2079 6.0913 4.2437
H -1.3578 3.8422 6.3208
H -0.9266 5.5525 6.2430
H 0.3445 4.3322 6.2700
C 6.5771 1.0746 1.5715
C 5.8598 0.8869 0.1652
N 5.7746 -0.6240 -0.2229
C 7.1958 -1.1463 -0.5250
C 5.1380 -1.4295 1.0012
C 5.0293 -3.0057 0.6678
C 4.8328 -0.7488 -1.4439
C 5.0889 0.2928 -2.6391
O 6.4311 0.1378 -3.2002
C 6.7532 1.0764 -4.2039
H 7.5728 0.6389 1.6534
H 6.0806 0.5995 2.4176
H 6.5099 2.1113 1.9013
H 6.3974 1.3983 -0.6332
H 4.8069 1.1623 0.1055
H 7.6995 -1.1934 0.4405
H 7.6609 -0.4039 -1.1735
H 7.3463 -2.1689 -0.8709
H 4.1570 -1.0484 1.2853
H 5.8610 -1.3040 1.8072
H 5.9252 -3.4915 0.2811
H 4.2436 -3.2331 -0.0526
H 4.8474 -3.5855 1.5727
H 3.8922 -0.4357 -0.9908
H 4.7148 -1.7469 -1.8658
H 4.7618 1.2628 -2.2647
H 4.4172 0.0377 -3.4588
H 6.7926 2.1189 -3.8884
H 5.9613 0.9836 -4.9471
H 7.7449 0.7992 -4.5614
C -0.3342 -3.2306 6.9707
C -0.9698 -4.4461 6.2747
N -1.9925 -4.0700 5.2182
C -2.7027 -5.3148 4.5570
C -3.1700 -3.2708 5.9029
C -4.2570 -2.7070 4.9459
C -1.3033 -3.1571 4.1454
C 0.0679 -3.6011 3.5338
O 0.1143 -4.9536 3.0461
C 1.2987 -5.2425 2.3720
H -0.9909 -2.6286 7.5987
H 0.3139 -2.6735 6.2943
H 0.2583 -3.7613 7.7160
H -1.5965 -5.0346 6.9448
H -0.2001 -4.9883 5.7255
H -3.2870 -4.8268 3.7769
H -3.4411 -5.7812 5.2093
H -1.9851 -6.0207 4.1390
H -2.7450 -2.3978 6.3983
H -3.6030 -3.8997 6.6808
H -3.9234 -1.8262 4.3973
H -5.0390 -2.2662 5.5641
H -4.7115 -3.4744 4.3193
H -1.2543 -2.1566 4.5752
H -2.0723 -3.1551 3.3730
H 0.8709 -3.2822 4.1984
H 0.2002 -2.8604 2.7451
H 1.2168 -5.9803 1.5738
H 2.0067 -5.7943 2.9905
H 1.7459 -4.4184 1.8163
C 4.4441 1.6310 7.6056
C 3.9993 0.6908 6.4267
N 2.4333 0.4742 6.3735
C 1.7609 1.8454 6.0963
C 2.0295 -0.4797 5.1963
C 2.5760 -0.0800 3.8258
C 1.7189 -0.0451 7.7116
C 2.4406 -1.0954 8.4939
O 2.2832 -2.3323 7.7758
C 3.1518 -3.4477 8.0148
H 4.2101 1.2689 8.6067
H 4.1747 2.6849 7.6757
H 5.5262 1.6721 7.7296
H 4.3356 -0.3460 6.4206
H 4.2190 1.2030 5.4900
H 0.6951 1.7327 5.8972
H 2.1890 2.2862 5.1960
H 1.9428 2.5344 6.9211
H 0.9411 -0.5278 5.1646
H 2.4832 -1.4277 5.4852
H 2.0446 0.7363 3.3366
H 2.4108 -0.9192 3.1501
H 3.6423 0.1449 3.8486
H 0.6583 -0.2704 7.5999
H 1.6598 0.8416 8.3427
H 2.1403 -1.1446 9.5405
H 3.5029 -0.8585 8.4355
H 2.9413 -4.2887 7.3541
H 3.0153 -3.8649 9.0125
H 4.2256 -3.2609 8.0061
*
```

## Properties
- ⟨S²⟩ = 1.761
- E_LUMO (spin up / spin down) (eV) = -19.19 / -17.25
- electronic energy (eV) = -164167.94287
- gap between HOMO and LUMO (spin up / spin down) (eV) = 2.02 / 3.96